# C15H28HfIO4P2S

A molecular structure, C15H28HfIO4P2S in a non-equilibrium geometry (ωB97M-V/def2-TZVPD, the OMol25 dataset).

Its net charge is +3. For the total energy, the calculation gives -62991.4774 eV. The gap between HOMO and LUMO comes out at 3.931 eV.

The geometry in XYZ format:
```
52
C15H28HfIO4P2S ωB97M-V/def2-TZVPD
P 0.0374 -0.2793 -3.5711
H 3.6904 -1.1423 1.3040
I -2.7372 1.6949 -2.3067
H 0.1907 -0.0157 -5.9588
C 4.2496 1.5251 5.1686
H 5.1954 2.0839 5.0887
H -0.8614 0.1391 2.4296
H 1.2907 1.8083 -3.3709
C 3.4000 -0.2830 1.9063
H 2.0859 2.6272 4.1048
H 5.0611 -0.3885 3.2529
H 3.5476 2.1813 5.7010
C 2.2438 0.4324 1.5260
O 0.6572 -1.1640 0.0979
H -5.2161 0.3555 0.4819
C -3.0582 -1.6161 1.7135
H -1.5146 1.7718 2.0696
C 3.6081 1.1174 3.8685
H -1.1744 0.9861 -5.3101
H -2.3678 0.7050 3.2300
C 2.4364 1.7824 3.4804
H 1.5625 -2.0360 -2.9130
O 0.5941 1.1170 -0.5111
C -1.0008 -2.4676 -1.0678
H 2.3107 0.3881 -3.0862
H 0.6873 1.8199 2.1796
C 4.1074 0.1027 3.0433
H -1.3665 -0.7814 -5.5226
C 0.9156 -1.8614 -3.7873
O 2.7074 -0.2091 -0.9485
H -2.0894 -2.0985 1.8940
S 1.5945 0.0276 -0.0604
O -0.8363 -3.6296 -0.9604
C 1.6923 1.4195 2.3546
C -1.7839 0.7317 2.2932
H 0.1951 -2.6879 -3.8918
H -3.6859 -2.2664 1.0961
H 4.4285 0.6451 5.7961
H -4.3219 -0.8088 -2.8319
P -2.7845 0.0044 0.9260
C -4.4378 0.8491 1.0928
H -3.5606 -1.4502 2.6721
H 1.5313 -1.7632 -4.6941
H -2.6125 -1.4680 -2.6874
Hf -1.0721 -0.1759 -1.1202
H -4.3933 1.9114 0.7867
H 1.8132 0.8041 -4.7621
H -3.6527 -1.1882 -1.1877
C -3.3902 -0.8476 -2.2072
C 1.5101 0.7933 -3.7079
H -4.7683 0.7910 2.1544
C -0.6577 0.0136 -5.2476
```